[1]
{
  "formula": "C2H14N4O5Rb",
  "method": "ωB97M-V with the def2-TZVPD basis set",
  "de_lowest_kj_mol": 0.00,
  "homo_ev": -12.6,
  "fmax_ev_per_a": 11.382,
  "charge": 1,
  "gap_ev": 9.91,
  "symbols": ["Rb", "O", "O", "O", "O", "O", "N", "N", "N", "N", "C", "C", "H", "H", "H", "H", "H", "H", "H", "H", "H", "H", "H", "H", "H", "H"],
  "coordinates": [[0.5019, 0.7360, 1.8953], [2.3756, 1.6851, -0.2340], [1.8264, -1.4723, 0.4370], [2.4497, 0.5899, 4.0601], [-1.5801, -1.0591, 1.9121], [-1.1378, 0.8049, -0.4249], [-2.2902, 2.7022, -0.9846], [1.5974, -3.1551, -1.0079], [-2.9615, 0.9022, -1.8055], [0.2372, -1.6487, -0.9777], [1.2525, -2.0576, -0.4517], [-2.0728, 1.4066, -1.0188], [-2.9823, 3.1621, -1.5587], [-0.1953, -0.8090, -0.6201], [-2.1350, -1.1879, 1.1429], [2.6323, 2.5487, -0.5573], [3.3902, 0.4776, 3.9221], [2.5790, -3.3757, -0.9191], [0.3020, -1.7957, -1.9749], [-3.0891, -0.0953, -1.8994], [-1.1564, -1.9067, 2.0471], [2.3966, 1.1230, -1.0084], [-3.7347, 1.3779, -2.2482], [2.3631, 1.4747, 4.4149], [1.0866, -3.7309, -1.6619], [-1.6553, 3.3031, -0.4788]],
  "forces_ev_per_a": [[0.4, 0.0, -0.1], [-0.2, 0.1, 0.3], [1.7, 0.8, 2.4], [-0.4, 0.0, -0.2], [0.0, 0.0, 0.2], [-1.5, 0.8, -0.6], [1.1, 3.6, 1.4], [4.7, -5.6, -1.5], [-3.0, -4.4, -2.7], [-9.3, 4.5, -4.8], [4.6, -0.5, 3.8], [2.3, 0.1, 1.3], [0.2, -0.2, 0.2], [-0.2, 0.2, -0.5], [-0.2, 0.1, -0.2], [0.1, 0.3, -0.1], [0.3, -0.2, 0.0], [-0.1, -0.5, 0.1], [-1.2, 0.4, 0.0], [0.5, 0.0, 0.2], [0.1, -0.4, 0.1], [0.0, -0.3, -0.1], [0.4, 0.4, 0.4], [0.1, 0.2, 0.3], [-0.2, 0.5, 0.3], [-0.1, -0.1, -0.2]]
}

[2]
{
  "formula": "C16H12F6N4O5S6SbTc",
  "method": "ωB97M-V with the def2-TZVPD basis set",
  "de_lowest_kj_mol": 168.71,
  "homo_ev": -13.6,
  "fmax_ev_per_a": 0.249,
  "charge": 2,
  "gap_ev": 4.27,
  "symbols": ["Sb", "Tc", "S", "S", "S", "S", "S", "S", "F", "F", "F", "F", "F", "F", "O", "O", "O", "O", "O", "N", "N", "N", "N", "C", "C", "C", "C", "C", "C", "C", "C", "C", "C", "C", "C", "C", "C", "C", "C", "H", "H", "H", "H", "H", "H", "H", "H", "H", "H", "H", "H"],
  "coordinates": [[-3.7067, -3.2538, 0.5558], [-0.7320, 0.3015, 0.3007], [0.6513, 2.5453, 0.8345], [-2.8367, -0.7070, 0.0612], [-4.4431, 2.0883, -0.4430], [-0.5267, 3.0716, -1.4873], [-1.8695, -4.0250, 1.3698], [-4.5209, 0.2416, -0.4518], [2.9335, 3.6668, 1.3534], [-2.2666, 4.5977, -0.2984], [1.9830, 2.6518, 3.0168], [1.2279, 4.5688, 2.3424], [-2.7015, 4.1487, -2.3729], [-1.1378, 5.5688, -1.8758], [-1.3550, 1.9328, -1.0072], [1.2552, 1.2485, 0.4587], [-0.4774, -0.5119, -1.4736], [-0.5905, 2.2173, 1.5674], [0.0530, 2.9572, -2.7702], [-0.9283, -0.3047, 2.3166], [1.0968, -1.8413, -0.5337], [0.4672, -1.3570, 0.5718], [0.4820, 3.5284, -0.3442], [1.0572, -1.6006, -2.9389], [1.0593, -1.1188, -5.2929], [1.8825, -2.7620, 2.0167], [0.0101, -1.5476, 4.1250], [2.0521, -2.5629, -3.1274], [-1.8201, 0.2341, 3.1563], [-1.8467, -0.0867, 4.4988], [0.8095, -1.7720, 1.7443], [0.5584, -1.3138, -1.5990], [1.8033, 3.4472, 1.9770], [-0.9093, -0.9847, 4.9932], [0.5617, -0.8770, -4.0248], [-0.0294, -1.1948, 2.7851], [-1.7402, 4.4644, -1.5114], [2.0440, -2.0802, -5.4790], [2.5389, -2.8016, -4.3984], [2.6546, -2.3095, 2.6427], [-0.1937, -0.1191, -3.8691], [-2.5775, 0.3784, 5.1443], [1.4777, -3.6187, 2.5602], [3.3092, -3.5447, -4.5506], [-0.8979, -1.2428, 6.0434], [2.4332, -2.2648, -6.4713], [2.3303, -3.1034, 1.0902], [-2.4979, 0.9645, 2.7359], [0.7500, -2.2541, 4.4730], [2.4369, -3.1095, -2.2780], [0.6871, -0.5538, -6.1363]],
  "forces_ev_per_a": [[0.1, -0.1, 0.0], [0.0, -0.1, 0.1], [0.0, 0.1, -0.1], [0.0, 0.1, 0.0], [0.0, 0.2, 0.0], [0.0, 0.0, 0.0], [-0.1, 0.1, -0.1], [0.0, -0.2, 0.0], [0.0, 0.0, 0.0], [0.0, 0.0, 0.0], [0.0, 0.0, 0.0], [0.0, 0.0, 0.0], [0.0, 0.0, 0.0], [0.0, 0.0, 0.0], [0.0, 0.0, -0.1], [0.1, 0.0, 0.0], [0.0, 0.0, 0.1], [0.0, 0.0, 0.0], [0.0, 0.0, 0.0], [0.0, 0.0, -0.1], [0.0, 0.0, 0.0], [0.0, 0.0, 0.0], [0.0, -0.1, 0.1], [0.0, 0.0, 0.0], [0.0, 0.0, 0.0], [0.0, 0.0, 0.0], [0.0, 0.0, 0.0], [0.0, 0.0, 0.0], [0.0, 0.0, 0.0], [0.0, 0.0, 0.0], [0.0, 0.0, 0.0], [0.1, 0.0, 0.0], [0.0, 0.0, 0.0], [0.0, 0.0, 0.0], [0.0, 0.0, 0.0], [0.0, 0.0, 0.0], [0.0, 0.0, 0.0], [0.0, 0.0, 0.0], [0.0, 0.0, 0.0], [0.0, 0.0, 0.0], [0.0, 0.0, 0.0], [0.0, 0.0, 0.0], [0.0, 0.0, 0.0], [0.0, 0.0, 0.0], [0.0, 0.0, 0.0], [0.0, 0.0, 0.0], [0.0, 0.0, 0.0], [0.0, 0.0, 0.0], [0.0, 0.0, 0.0], [0.0, 0.0, 0.0], [0.0, 0.0, 0.0]]
}

[3]
{
  "formula": "C3H6NO2",
  "method": "ωB97M-V with the def2-TZVPD basis set",
  "de_lowest_kj_mol": 82.84,
  "homo_ev": -4.3,
  "fmax_ev_per_a": 1.590,
  "charge": -1,
  "gap_ev": 8.53,
  "symbols": ["O", "O", "N", "C", "C", "C", "H", "H", "H", "H", "H", "H"],
  "coordinates": [[1.5489, -1.5547, -0.3419], [2.5087, 0.3990, -0.9757], [-0.1202, 1.0921, 0.5137], [2.3862, -0.8361, -0.9228], [-1.1251, 0.2241, 0.1362], [-2.4020, 0.2017, 0.5815], [-3.0072, -0.6245, 0.2517], [0.7990, 0.7558, 0.2279], [-0.8538, -0.5148, -0.6068], [-2.7218, 1.0511, 1.1737], [3.1375, -1.4131, -1.5379], [-0.1502, 1.2193, 1.5002]],
  "forces_ev_per_a": [[-0.1, 0.3, 0.2], [-0.2, 0.5, 0.4], [-0.2, -0.3, -0.4], [0.2, -0.9, -0.6], [-0.8, -0.5, -0.1], [1.4, 0.5, -0.4], [-0.5, 0.2, 0.1], [0.1, 0.1, -0.3], [0.4, -0.1, 0.0], [-0.5, -0.4, 0.3], [0.1, 0.0, 0.0], [0.1, 0.4, 0.6]]
}